Entry from the OMol25 dataset: a gas-phase ion, C4H7N2O2 (charge +1) (ωB97M-V with the def2-TZVPD basis set).

Energy above the lowest of the compared OMol25 structures with the same formula, charge and spin = 1.944 eV
SMILES = [NH2+]=C/C=C\N=C(O)O
Charge = +1
M = 115.11 g mol⁻¹
Gap between HOMO and LUMO = 8.97 eV

XYZ file:
```
15
Properties=species:S:1:pos:R:3:nbo_charge:R:1
N 1.283 1.125 -0.830 -0.673
C 2.062 0.265 -0.266 0.211
C 1.607 -0.877 0.409 -0.426
C 0.289 -1.290 0.419 0.189
N -0.778 -0.613 0.104 -0.542
C -1.925 -0.110 -0.013 0.910
O -2.467 0.797 1.166 -0.718
O -2.738 -0.095 -1.007 -0.586
H 0.321 0.982 -0.914 0.415
H 1.809 1.849 -1.513 0.447
H 3.090 0.519 -0.193 0.232
H 2.421 -1.701 0.659 0.272
H 0.135 -2.189 0.948 0.233
H -1.658 0.892 1.843 0.507
H -3.449 0.447 -0.811 0.528
```